(1)
Entry from the OMol25 dataset: a molecular structure, C34H31MnN6O2 (the ωB97M-V functional and the def2-TZVPD basis).

XYZ file:
```
74
Properties=species:S:1:pos:R:3:mulliken_charge:R:1
Mn 0.883 -0.601 0.762 -0.076
O -0.115 1.057 -0.222 -0.684
O -1.975 -2.996 -0.768 -0.751
N -0.382 -0.512 2.424 0.597
N 2.180 -0.272 -0.833 0.793
N -2.549 -0.960 -1.706 0.105
N 2.629 -0.011 1.765 0.613
N -0.737 -1.074 -0.420 0.048
N 1.577 -2.489 1.269 0.726
C -2.728 2.612 -0.588 0.176
C 2.334 0.514 3.114 -0.808
C -0.584 1.737 -5.525 -0.557
C -2.157 -0.198 4.525 -0.391
C 3.156 0.601 -0.546 0.598
C 3.512 -1.200 1.832 -1.222
C -5.425 2.025 -0.815 -0.987
C -1.467 0.671 -5.447 -0.914
C -1.938 0.241 -4.215 -0.304
C -2.351 -1.196 3.585 -1.188
C 1.302 -4.790 1.793 -1.109
C 2.740 -2.478 1.931 0.797
C 3.771 0.747 -2.844 -0.403
C 2.754 -0.145 -3.139 -0.935
C -1.782 -1.812 -0.955 -0.354
C -0.175 2.370 -4.360 -1.072
C 2.487 -4.777 2.506 -0.326
C 1.979 -0.632 -2.101 -0.352
C -1.532 0.871 -3.044 -0.186
C -0.905 0.209 -0.718 -0.556
C -2.075 0.416 -1.682 3.194
C 0.868 -3.616 1.196 0.064
C -0.184 0.452 3.335 0.859
C 3.979 1.124 -1.525 -1.151
C -5.030 3.232 -0.261 -0.488
C -1.057 0.635 4.397 -1.003
C 3.220 -3.600 2.580 -1.239
C -4.475 1.113 -1.252 -0.233
C -3.678 3.520 -0.148 -1.102
C -1.446 -1.313 2.547 0.012
C -3.119 1.397 -1.144 -0.177
C 1.032 1.318 3.163 -1.139
C -0.646 1.942 -3.128 0.451
C 3.249 1.015 0.906 -1.223
H -0.312 2.438 -2.228 0.172
H 0.922 1.913 2.251 0.210
H 4.238 -1.098 2.644 0.442
H -6.476 1.787 -0.910 0.411
H 4.397 1.148 -3.630 0.442
H 3.174 1.126 3.461 0.417
H 2.701 1.949 1.041 0.474
H -3.367 -1.291 -2.182 0.325
H -3.192 -1.872 3.640 0.489
H -1.574 -2.064 1.779 0.286
H -1.678 2.843 -0.484 0.266
H -2.850 -0.069 5.346 0.425
H 2.841 -5.672 3.001 0.431
H -4.813 0.176 -1.676 0.281
H -0.873 1.426 5.110 0.488
H -3.359 4.459 0.285 0.418
H 1.084 2.022 3.993 0.560
H 4.154 -3.556 3.125 0.500
H 0.706 -5.686 1.701 0.501
H 4.762 1.822 -1.258 0.526
H 0.512 3.205 -4.408 0.435
H -5.770 3.944 0.078 0.424
H 4.073 -1.249 0.896 0.399
H 2.552 -0.455 -4.154 0.505
H 2.252 -0.342 3.787 0.526
H 4.292 1.195 1.194 0.505
H -0.067 -3.568 0.641 0.378
H -2.619 -0.599 -4.178 0.320
H -0.221 2.075 -6.487 0.442
H -1.797 0.171 -6.348 0.425
H 1.165 -1.324 -2.274 0.474
```

## Properties
Spin multiplicity: 2
Total charge: +1
Energy above the lowest of the compared OMol25 structures with the same formula, charge and spin, kJ/mol: 5.8
Expectation value of S²: 0.775

---

(2)
Entry from the OMol25 dataset: a molecular structure, C3H6N2S2 at a distorted geometry (the ωB97M-V functional and the def2-TZVPD basis).

XYZ file:
```
13
Properties=species:S:1:pos:R:3:mulliken_charge:R:1
S 0.553 2.056 2.056 -0.158
S 1.002 -1.463 1.270 -0.261
N -0.336 -0.017 -0.682 -0.017
N -0.523 -0.915 -1.829 -0.540
C 0.740 -1.573 -2.038 -0.266
C 0.104 -0.283 0.540 0.566
C -0.539 0.585 1.497 -0.829
H 0.127 -2.404 -3.042 0.291
H -0.835 0.769 -0.862 0.254
H -1.332 1.359 0.923 0.186
H -0.809 0.016 2.368 0.363
H -0.103 3.161 1.099 0.131
H 1.951 -1.292 -1.301 0.279
```

## Properties
Total charge: 0
Energy above the lowest of the compared OMol25 structures with the same formula, charge and spin, kJ/mol: 717.5

---

(3)
Entry from the OMol25 dataset: a single C3H5ClO3 molecule at a distorted geometry (the ωB97M-V functional and the def2-TZVPD basis).

XYZ file:
```
12
Properties=species:S:1:pos:R:3:mulliken_charge:R:1
Cl 1.748 1.007 0.706 -0.270
O 0.756 0.270 -1.662 -0.490
O -0.947 -1.456 1.022 -0.524
O 1.457 -1.429 -0.449 -0.489
C -0.645 -0.423 0.485 0.651
C -1.356 0.878 0.491 -1.145
C 0.869 -0.284 -0.412 0.556
H 1.311 -1.862 0.466 0.406
H -1.345 1.277 -0.533 0.351
H -2.258 0.710 1.221 0.294
H 1.112 -0.328 -2.339 0.321
H -0.700 1.640 1.005 0.340
```

## Properties
SMILES string: CC(=O)C(O)(O)Cl
Total charge: 0
Energy above the lowest of the compared OMol25 structures with the same formula, charge and spin, kJ/mol: 104.8

---

(4)
Entry from the OMol25 dataset: 10 unconnected molecules or ions with the total composition C24H66F6O21PS9 at a distorted geometry (the ωB97M-V functional and the def2-TZVPD basis).

XYZ file:
```
127
Properties=species:S:1:pos:R:3:mulliken_charge:R:1
S 2.391 4.605 3.134 0.289
S -4.832 0.121 5.734 1.184
S 0.766 -2.563 7.386 1.215
S 5.458 0.194 1.934 1.266
S 1.091 3.134 -3.802 0.683
S -3.134 -5.090 -1.800 1.172
S 2.739 -4.101 -2.672 0.471
S 0.752 -0.583 -6.311 1.277
S -4.672 1.914 -2.279 1.249
P 0.144 0.134 -0.262 1.502
F 0.399 -0.313 1.252 -0.446
F 0.558 -1.266 -0.938 -0.283
F -0.104 0.739 -1.778 -0.462
F -0.300 1.618 0.274 -0.584
F -1.395 -0.339 -0.208 -0.154
F 1.690 0.609 -0.415 -0.362
O 0.919 -2.317 8.774 -0.631
O -3.692 -0.430 6.378 -0.581
O 1.613 0.716 -6.660 -0.273
O -0.335 -3.339 6.917 -0.631
O 1.006 4.309 -4.710 -0.712
O -4.860 0.934 -1.049 -0.273
O -2.398 -5.649 -0.515 -0.303
O 6.204 0.935 2.889 -0.689
O -2.198 -4.485 -2.671 -0.509
O -0.232 -0.764 -7.326 -0.691
O -4.490 0.334 4.219 -0.269
O 5.918 -1.102 1.548 -0.660
O -4.297 -4.390 -1.357 -0.631
O -5.426 1.382 -3.368 -0.662
O 3.680 3.882 2.993 -0.525
O 1.681 -1.614 -5.998 -0.640
O 5.339 1.055 0.636 -0.297
O 3.586 -4.915 -3.588 -0.697
O 0.746 -1.153 6.668 -0.236
O -4.925 3.254 -1.853 -0.665
O -6.085 -0.525 5.735 -0.653
C -3.624 -6.650 -2.450 -1.036
C 2.820 2.683 -3.516 -1.024
C 2.927 -2.355 -3.080 -0.228
C -4.994 1.780 6.295 -0.892
C 1.031 -4.287 -3.203 -0.740
C 1.012 0.100 4.673 -0.524
C 0.469 -1.165 5.245 -0.361
C 5.628 3.026 -0.620 -1.351
C 1.913 2.912 -7.553 -1.000
C -5.302 -0.438 -1.330 -0.594
C -4.665 -1.322 -0.278 -0.518
C -1.333 -3.551 0.242 -0.165
C 1.099 3.382 2.929 0.160
C -0.047 -0.057 -4.850 -0.633
C 5.231 2.492 0.735 0.180
C -2.945 0.726 2.425 -0.720
C -2.929 1.751 -2.474 -0.561
C -2.171 -4.763 0.585 -0.563
C 1.017 1.685 -7.531 -0.239
C 2.278 -3.272 6.832 -0.912
C 2.057 5.461 1.587 -0.587
C 0.754 3.727 -2.163 -1.091
C 3.791 0.071 2.513 -0.588
C -3.229 0.914 3.893 -0.225
H -2.983 -0.298 2.052 0.083
H 2.212 -2.075 -3.854 -0.236
H -4.922 -0.690 -2.319 0.466
H -3.700 1.262 1.840 0.316
H 2.217 -3.537 5.780 0.322
H 0.236 3.754 3.495 0.526
H 0.744 3.215 1.912 -0.087
H -0.343 0.985 -4.884 0.240
H 1.985 4.742 0.769 -0.138
H 1.041 2.897 -1.502 0.040
H -0.433 -3.798 -0.325 0.123
H -4.657 -6.790 -2.145 0.361
H 1.018 -1.988 4.775 0.303
H 6.692 2.849 -0.791 0.364
H 2.404 -4.162 7.443 0.385
H -0.284 3.989 -2.007 0.401
H -5.357 1.775 7.319 0.368
H 5.803 2.883 1.575 0.453
H -3.120 -4.432 1.017 0.344
H -4.810 -0.908 0.715 0.213
H -5.077 -2.318 -0.435 0.393
H 0.018 2.006 -7.225 0.323
H 1.345 2.423 3.376 -0.401
H -2.714 0.696 -2.640 0.131
H -3.177 1.988 4.118 0.257
H -2.621 2.422 -3.273 0.492
H 5.481 4.101 -0.719 0.417
H 0.459 -3.361 -3.108 0.106
H 5.065 2.493 -1.385 0.201
H 0.451 0.957 5.049 0.357
H -2.982 -7.457 -2.114 0.315
H 3.600 1.001 3.046 0.207
H -2.414 0.502 4.498 0.318
H -3.962 2.132 6.317 0.290
H 0.526 -4.969 -2.520 0.275
H 2.697 -1.808 -2.164 0.093
H 1.918 3.363 -6.560 0.067
H -3.533 -6.604 -3.534 0.329
H 2.927 2.634 -7.843 0.289
H 3.827 -0.775 3.197 0.471
H -0.840 -0.763 -4.610 0.467
H 2.872 6.144 1.352 0.421
H 1.110 5.992 1.684 0.403
H 0.899 0.113 3.585 -0.195
H -1.674 -5.305 1.388 0.364
H 2.838 1.610 -3.323 0.324
H 3.318 2.781 -4.481 0.552
H 0.655 -0.143 -4.017 -0.021
H -1.980 1.125 2.112 0.128
H 1.510 4.452 -1.845 0.547
H -3.609 -1.420 -0.525 -0.113
H -2.411 1.993 -1.549 -0.001
H 3.085 -2.570 7.020 0.305
H 4.203 2.741 1.007 0.041
H 3.934 -2.072 -3.373 0.485
H -0.587 -1.340 5.055 0.301
H -1.039 -3.003 1.138 0.341
H -6.388 -0.442 -1.381 0.364
H 1.019 -4.634 -4.234 0.464
H -5.625 2.384 5.653 0.320
H 3.244 3.324 -2.749 0.214
H 3.097 -0.102 1.694 -0.062
H 1.547 3.638 -8.278 0.393
H 2.085 0.175 4.840 0.386
H -1.843 -2.824 -0.391 -0.180
H 0.911 1.264 -8.531 0.400
```

## Properties
Total charge: -1
Energy above the lowest of the compared OMol25 structures with the same formula, charge and spin, kJ/mol: 60.6

---

(5)
Entry from the OMol25 dataset: a molecular structure, C32H62F3O19S8V at a distorted geometry (the ωB97M-V functional and the def2-TZVPD basis).

XYZ file:
```
125
Properties=species:S:1:pos:R:3:mulliken_charge:R:1
V 1.017 -0.070 -3.150 0.876
S -2.502 0.810 -4.021 0.623
S -5.642 0.582 2.088 1.205
S 1.132 0.378 0.245 0.748
S 3.357 -2.968 0.233 1.080
S 0.155 3.460 -2.595 0.911
S -1.037 -2.107 5.010 1.147
S 4.332 1.676 -2.137 1.101
S -1.544 -2.345 -1.974 1.330
F -1.415 0.051 0.221 0.025
F -0.810 2.123 0.032 -0.144
F -0.676 1.110 1.956 -0.177
O -2.470 -2.031 5.122 -0.616
O -5.430 1.593 3.083 -0.693
O 0.678 2.100 -2.602 0.155
O 3.447 -1.862 -0.691 -0.569
O -1.096 0.609 -3.675 0.003
O 3.072 1.049 -2.452 -0.365
O -0.249 6.508 1.449 -0.547
O -0.227 -1.036 5.503 -0.699
O 2.076 -1.187 -3.276 -0.314
O 0.920 -0.163 -1.109 0.871
O -0.453 -1.688 -2.667 -0.843
O -5.750 0.950 0.703 -0.650
O -2.747 -1.619 -1.743 -0.719
O -1.249 3.646 -2.391 -0.741
O 4.468 3.107 -2.267 -0.827
O 1.360 -0.666 1.211 -0.350
O -3.164 -0.238 -4.735 -0.689
O 1.981 1.526 0.326 -0.752
O 2.196 -3.819 0.196 -0.822
C 3.736 -2.427 1.895 -0.154
C 1.959 5.047 -3.691 -0.376
C -0.543 0.965 0.636 -0.213
C 5.744 -3.686 1.201 -0.572
C -4.426 -0.706 2.304 -0.305
C -4.436 2.326 -3.161 -0.937
C -7.036 -0.447 2.566 -0.693
C 6.206 0.373 -0.743 -0.586
C -0.738 -4.504 -0.719 -0.501
C -1.859 -3.904 -2.799 -1.037
C -0.453 -3.651 5.711 -0.829
C 1.148 4.464 -1.477 0.032
C -6.441 -1.766 3.066 -0.783
C -4.975 -1.564 3.413 -0.568
C -3.427 1.309 -2.617 0.256
C -1.080 6.326 3.660 -1.264
C 4.880 1.111 -0.540 0.317
C 5.614 0.863 -3.100 -1.138
C 0.249 -3.786 3.409 0.012
C -0.906 -3.029 -0.455 0.799
C 0.082 4.398 2.451 -0.338
C 1.574 5.651 -2.317 -0.769
C -0.359 -4.618 4.534 -0.820
C -0.620 -2.538 3.314 0.565
C 4.819 -4.003 0.038 -0.855
C 6.195 -0.201 -2.169 -0.271
C -2.752 2.335 -4.910 -0.220
C 4.861 -3.318 2.404 -0.681
C 0.655 4.321 -4.082 -1.183
C -0.396 5.825 2.428 0.721
C -4.223 2.551 -4.656 -0.805
C -1.863 -4.919 -1.680 -0.794
H 0.758 4.205 1.626 -0.128
H -4.866 -0.994 4.342 0.349
H -1.033 -3.925 6.586 0.485
H 1.268 -3.490 3.658 0.178
H 2.434 6.114 -1.827 0.365
H 2.801 4.371 -3.557 0.088
H 2.130 5.828 -4.427 0.426
H 0.523 4.158 3.417 0.497
H -4.449 -1.231 1.337 0.123
H 5.443 -2.843 3.187 0.392
H -0.148 -1.678 2.841 -0.400
H 6.357 -4.558 1.429 0.417
H -4.742 1.773 -5.217 0.387
H -0.536 6.007 4.549 0.354
H -0.798 -5.059 0.216 0.307
H -2.093 3.076 -4.449 -0.146
H -1.033 -4.065 -3.489 0.383
H 6.243 -0.430 -0.007 0.119
H 0.307 -5.441 4.788 0.380
H -4.403 -2.470 3.583 0.302
H -2.839 -4.983 -1.196 0.287
H -2.436 2.199 -5.943 0.522
H -5.472 2.016 -3.005 0.308
H -1.161 7.410 3.625 0.359
H 5.156 -3.839 -0.983 0.415
H 4.109 -1.407 1.766 0.222
H 6.472 -2.909 0.955 0.210
H 5.138 0.483 -3.997 0.523
H -0.096 5.101 -4.225 0.495
H -1.663 -5.920 -2.064 0.444
H -6.465 -2.414 2.176 0.280
H 0.634 3.684 -4.964 0.538
H -7.596 -0.604 1.643 0.355
H 0.841 6.449 -2.428 0.359
H 4.812 1.864 0.241 0.670
H -2.776 -3.744 -3.364 0.458
H 5.549 -1.084 -2.199 0.000
H 1.980 3.823 -1.187 0.130
H 0.240 -4.711 -1.154 0.269
H -1.571 -2.742 2.821 -0.008
H -3.425 -0.312 2.406 0.247
H -0.792 3.750 2.326 0.110
H 0.559 4.650 -0.581 -0.026
H -2.097 5.930 3.721 0.280
H -4.586 3.535 -4.934 0.390
H -4.409 3.249 -2.582 0.390
H -3.849 0.499 -2.042 0.865
H -0.016 -2.480 -0.147 -0.718
H -2.743 1.877 -1.983 -0.538
H 4.124 0.384 -0.234 -0.741
H 4.463 -5.028 0.146 0.342
H -1.346 -5.002 4.276 0.380
H -1.644 -2.849 0.330 0.038
H -7.725 0.093 3.211 0.385
H -7.079 -2.309 3.760 0.426
H 0.571 -3.463 6.042 0.339
H 7.072 1.019 -0.586 0.336
H 4.400 -4.229 2.796 0.296
H 7.172 -0.536 -2.511 0.535
H 6.367 1.629 -3.278 0.358
H 2.829 -2.369 2.485 0.034
H 0.216 -4.337 2.471 -0.009
```

## Properties
Spin multiplicity: 2
Total charge: +1
Expectation value of S²: 0.777
E, Ha: -7114.96773

---

(6)
Entry from the OMol25 dataset: a gas-phase ion, C5H12N2 (charge -1) at a distorted geometry (the ωB97M-V functional and the def2-TZVPD basis).

XYZ file:
```
19
Properties=species:S:1:pos:R:3:mulliken_charge:R:1
N -0.714 -1.310 -0.126 -0.778
N 1.487 -1.833 1.777 -0.794
C -0.683 1.685 -1.332 -0.344
C -0.199 1.301 -0.019 -0.830
C 1.277 -0.406 1.406 -0.955
C -1.644 1.048 -2.148 -1.084
C 0.411 -0.212 0.080 0.200
H -1.769 -0.085 -1.952 0.066
H 0.664 -2.353 1.463 0.280
H -0.617 -2.191 0.268 0.122
H 2.177 -2.220 1.070 0.344
H 2.258 0.079 1.279 0.505
H 0.641 2.018 0.274 0.306
H 1.074 -0.398 -0.754 -0.206
H -2.350 1.567 -2.994 0.374
H -1.589 -0.963 0.400 0.610
H -0.980 1.511 0.669 0.346
H -0.375 2.725 -1.730 0.456
H 0.929 0.038 2.369 0.381
```

## Properties
Spin multiplicity: 2
Total charge: -1
Energy above the lowest of the compared OMol25 structures with the same formula, charge and spin, kJ/mol: 238.3
Expectation value of S²: 0.752

---

(7)
Entry from the OMol25 dataset: a molecular structure, C6H8IrO5 at a distorted geometry (the ωB97M-V functional and the def2-TZVPD basis).

XYZ file:
```
20
Properties=species:S:1:pos:R:3:mulliken_charge:R:1
Ir 1.915 -1.937 2.575 1.321
O 2.075 -0.138 2.192 -0.584
O 0.475 1.345 1.722 -0.256
O -0.909 -1.472 -0.489 -0.265
O 2.023 0.923 0.227 -0.254
O 0.396 -2.119 1.071 -0.406
C -1.261 -2.885 -0.350 -0.360
C 1.514 0.613 1.395 0.782
C 0.002 -1.086 0.333 0.249
C 1.137 1.824 -0.461 -0.221
C 0.037 2.095 0.575 -0.228
C -0.300 -3.364 0.724 -0.260
H -0.044 3.146 0.866 0.335
H -2.315 -2.932 -0.059 0.317
H -0.781 -3.726 1.636 0.319
H -1.109 -3.355 -1.325 0.320
H -0.940 1.705 0.270 0.267
H 1.705 2.715 -0.741 0.333
H 0.761 1.308 -1.351 0.273
H 0.455 -4.073 0.371 0.320
```

## Properties
Spin multiplicity: 6
Total charge: +2
Energy above the lowest of the compared OMol25 structures with the same formula, charge and spin, kJ/mol: 16.3
Expectation value of S²: 8.756

---

(8)
Entry from the OMol25 dataset: 2 unconnected molecules or ions with the total composition C5H9N2OS at a distorted geometry (the ωB97M-V functional and the def2-TZVPD basis).

XYZ file:
```
18
Properties=species:S:1:pos:R:3:mulliken_charge:R:1
S -1.868 -0.386 -1.238 -0.044
O 1.524 1.726 0.608 -0.362
N 0.376 -1.523 -0.817 0.469
N 1.523 -1.960 -0.173 -0.821
C -0.337 -2.381 -1.661 -0.239
C 0.344 1.244 1.102 0.187
C -1.525 -1.850 -2.020 -0.292
C -0.966 1.847 1.251 -1.074
C -0.305 -0.410 -0.515 0.174
H 0.269 -3.223 -2.184 0.277
H 0.601 0.421 1.761 0.512
H 1.320 2.338 -0.015 0.328
H -2.172 -2.260 -2.827 0.343
H -1.781 1.259 1.663 0.329
H 2.246 -2.290 -0.873 0.280
H 1.959 -1.234 0.456 0.294
H -1.190 2.113 0.208 0.303
H -1.007 2.813 1.842 0.337
```

## Properties
Total charge: +1
Energy above the lowest of the compared OMol25 structures with the same formula, charge and spin, kJ/mol: 408.8